1.
{"formula": "C15H23NO4S", "method": "the ωB97M-V functional and the def2-TZVPD basis", "homo_lumo_gap_ev": 9.6092, "total_energy_ev": -36441.563, "symbols": ["O", "O", "O", "O", "S", "C", "C", "C", "N", "C", "C", "C", "C", "C", "C", "C", "C", "C", "C", "C", "C", "H", "H", "H", "H", "H", "H", "H", "H", "H", "H", "H", "H", "H", "H", "H", "H", "H", "H", "H", "H", "H", "H", "H"], "coordinates": [[2.531022, -0.986158, 0.150084], [-1.825346, 1.531834, -3.233358], [-0.991015, 2.387519, 1.652446], [0.410462, 1.535200, -3.180342], [3.538580, 1.229520, 0.959141], [3.550825, -0.479998, 0.626687], [-0.809707, 1.189601, -2.692384], [-0.583486, 1.977796, 0.533097], [-1.416725, 1.023778, -0.149903], [4.753688, -1.485946, 0.797208], [-1.015486, 0.339107, -1.403110], [1.386861, 3.460960, 0.008791], [1.754213, 1.386385, 1.351539], [-4.904765, -0.653959, 1.475476], [-3.859124, 0.447268, -0.494965], [-3.930848, -0.190013, 2.431283], [-2.980484, -1.644376, 0.700390], [0.936778, 2.055690, 0.191058], [-2.678016, 0.808262, 0.527727], [-4.269465, -0.915322, 0.149244], [-2.694477, -0.343457, 1.560738], [0.127858, 1.917688, -4.043517], [4.418335, -2.516557, 0.937708], [5.378487, -1.486974, -0.112452], [5.293354, -1.310408, 1.773401], [-1.734097, -0.534499, -1.604560], [-0.062964, -0.026282, -1.170994], [2.476038, 3.504117, 0.033771], [1.003294, 4.098321, 0.841189], [1.138151, 3.974965, -0.877418], [1.395272, 0.360588, 1.598853], [1.604522, 1.927316, 2.337470], [-5.636230, 0.189279, 1.346597], [-5.469121, -1.524634, 1.793123], [-4.685319, 1.220127, -0.600598], [-3.595265, 0.225550, -1.535754], [-4.271069, 0.805923, 2.644773], [-3.747381, -0.743801, 3.384993], [-3.097263, -2.512457, 1.389414], [-2.203245, -1.822837, -0.066984], [1.188935, 1.491870, -0.771566], [-3.002617, 1.757990, 0.987149], [-4.782241, -1.525618, -0.444049], [-1.795940, -0.513519, 2.107351]], "atomic_forces_ev_per_a": [[1.0, 0.6, 0.8], [-0.1, 0.5, -1.0], [1.2, 0.0, -2.9], [-1.0, -0.5, 0.0], [0.2, 0.5, 1.0], [-1.3, -3.4, -1.6], [-1.9, -0.1, 1.1], [-0.8, -2.6, 2.5], [1.4, 2.3, 0.0], [0.2, 1.1, 1.3], [0.2, -0.2, 0.4], [0.6, 1.4, 1.9], [-1.1, -0.2, 0.9], [-5.1, -0.1, -1.1], [0.2, -1.3, 0.6], [2.4, -0.2, 1.5], [0.0, 2.5, 0.0], [-0.3, -1.3, -1.2], [-1.7, 0.5, -1.3], [2.2, 0.9, 1.8], [1.4, -0.2, -0.6], [0.6, 0.0, 0.5], [-0.7, 0.3, -0.4], [0.0, 0.3, 0.6], [0.0, 0.4, -1.4], [1.2, 1.7, 0.1], [1.4, -1.3, 0.2], [0.1, 0.0, 0.1], [0.3, -0.5, -0.4], [-0.8, 0.1, -1.3], [0.2, 0.7, -0.6], [0.5, -0.1, -1.4], [0.0, -1.0, 0.0], [-0.2, -0.2, 0.1], [0.9, -1.0, 0.7], [0.5, 0.4, 0.3], [1.0, 0.8, 0.7], [-0.7, 0.2, -0.8], [-0.3, 0.5, -0.8], [-0.3, -0.1, 0.6], [-0.5, 0.6, 1.4], [0.6, -0.5, 0.0], [-2.6, -2.2, -2.6], [0.9, 0.7, 0.5]], "mulliken_charge": [-0.512, -0.559, -0.674, -0.405, -0.221, 0.664, 0.195, -0.020, 0.266, -1.065, -0.874, -1.677, -0.875, -0.795, -0.980, -0.961, -0.742, 1.271, -0.712, -0.476, -0.188, 0.370, 0.326, 0.274, 0.313, 0.526, 0.641, 0.405, 0.326, 0.398, 0.291, 0.528, 0.353, 0.356, 0.368, 0.185, 0.324, 0.283, 0.364, 0.274, 0.040, 0.749, 0.897, 0.748]}

2.
{"formula": "C28H72Cl3N4NaO14", "method": "the ωB97M-V functional and the def2-TZVPD basis", "homo_lumo_gap_ev": 7.6404, "total_energy_ev": -106800.259, "symbols": ["Na", "Cl", "O", "O", "O", "O", "Cl", "C", "C", "Cl", "H", "H", "H", "H", "C", "O", "H", "H", "H", "H", "C", "O", "H", "H", "H", "H", "C", "O", "C", "C", "N", "C", "C", "O", "C", "H", "H", "H", "H", "H", "H", "H", "H", "H", "H", "H", "H", "H", "H", "H", "C", "O", "C", "C", "N", "C", "C", "O", "C", "H", "H", "H", "H", "H", "H", "H", "H", "H", "H", "H", "H", "H", "H", "H", "C", "O", "C", "C", "N", "C", "C", "O", "C", "H", "H", "H", "H", "H", "H", "H", "H", "H", "H", "H", "H", "H", "H", "H", "C", "O", "C", "C", "N", "C", "C", "O", "C", "H", "H", "H", "H", "H", "H", "H", "H", "H", "H", "H", "H", "H", "H", "H"], "coordinates": [[0.409802, 1.615852, -1.881425], [-0.547821, -1.006321, 0.801426], [0.757790, -1.583926, 0.527321], [-1.490175, -1.925220, 0.252105], [-0.780073, -0.958587, 2.225927], [-0.573426, 0.362758, 0.345107], [-0.716993, -4.296126, 5.289673], [0.316149, -5.207972, 4.166158], [0.962695, -4.288454, 3.148556], [2.334292, -3.408686, 3.890506], [-0.298984, -5.956108, 3.669381], [1.112487, -5.736195, 4.687638], [0.246161, -3.597966, 2.708690], [1.374238, -4.890804, 2.338068], [-1.016545, 1.166625, 4.657700], [0.210574, 1.162182, 3.953568], [-1.512326, 2.128202, 4.446439], [-1.680244, 0.373614, 4.306658], [-0.899956, 1.116003, 5.738660], [0.079345, 0.762896, 3.086106], [-0.812834, -5.096138, -1.226710], [-0.161112, -5.611370, -2.404305], [-0.230295, -5.400635, -0.353294], [-0.736467, -4.010353, -1.257669], [-1.840144, -5.453634, -1.228673], [-0.610240, -6.415233, -2.669262], [-0.987688, -1.125215, -4.067484], [0.184493, -0.631226, -3.472617], [1.143347, -1.614276, -3.154940], [2.496246, -1.010769, -2.818269], [2.359171, -0.032143, -1.722006], [3.447744, 0.900718, -1.568971], [3.416521, 1.564552, -0.204071], [2.232814, 2.251859, 0.031449], [1.798823, 2.255150, 1.378641], [-0.850330, -1.394096, -5.120981], [-1.687076, -0.286405, -4.143269], [-1.476247, -1.914843, -3.495449], [1.301930, -2.291922, -4.000940], [0.839764, -2.201757, -2.278700], [2.865829, -0.510763, -3.714594], [3.173235, -1.764825, -2.420580], [2.039277, -0.457058, -0.855356], [3.466900, 1.671476, -2.348387], [4.416730, 0.394618, -1.646395], [4.326493, 2.172756, -0.092118], [3.642146, 0.781478, 0.537840], [2.563534, 2.768204, 1.977891], [1.771470, 1.265287, 1.849001], [0.815639, 2.697579, 1.442111], [4.033592, -2.889725, 0.909322], [5.215577, -3.401234, 0.303908], [5.100979, -3.890432, -1.004475], [6.193293, -3.312672, -1.893861], [5.871964, -1.930974, -2.212916], [6.948625, -1.253777, -2.926377], [6.760628, 0.243871, -3.195217], [6.787484, 1.067889, -2.062585], [8.011186, 1.036699, -1.347540], [3.655286, -2.080109, 0.271184], [4.332197, -2.520415, 1.880916], [3.244760, -3.642167, 0.957406], [4.145716, -3.540524, -1.416162], [5.192524, -4.979713, -1.042848], [6.305691, -3.913328, -2.799683], [7.155665, -3.359086, -1.362755], [5.372889, -1.463396, -1.474071], [6.926149, -1.732471, -3.910758], [7.923904, -1.424324, -2.453664], [5.792122, 0.388280, -3.680541], [7.515309, 0.486062, -3.956153], [7.909096, 0.368460, -0.487756], [8.143714, 2.022323, -0.892868], [8.892114, 0.836936, -1.956338], [-6.990387, -4.977524, -0.612325], [-5.839671, -4.355726, -0.078739], [-5.020170, -3.698717, -1.010247], [-5.587789, -2.320385, -1.419396], [-6.049113, -1.538966, -0.286321], [-4.958886, -1.088710, 0.599051], [-5.570235, -0.290599, 1.717503], [-6.470685, -1.122442, 2.408143], [-7.376137, -0.513209, 3.270424], [-7.293048, -5.742570, 0.106721], [-6.844514, -5.522050, -1.548170], [-7.794773, -4.237799, -0.644782], [-4.783768, -4.344678, -1.867265], [-4.028700, -3.549069, -0.568941], [-6.484816, -2.549054, -2.008138], [-4.854582, -1.813951, -2.046678], [-6.600200, -2.165138, 0.292192], [-4.149917, -0.614268, 0.045528], [-4.489295, -1.956801, 1.084562], [-6.074293, 0.600023, 1.320974], [-4.804723, 0.027866, 2.438139], [-7.890217, 0.338015, 2.798025], [-6.847382, -0.157365, 4.161171], [-8.213442, -1.145827, 3.563458], [-2.718377, 9.041387, -1.089018], [-2.594076, 8.753805, 0.281181], [-1.252639, 8.858946, 0.760717], [-0.348276, 7.778728, 0.167289], [-0.883282, 6.441033, 0.258194], [-0.930105, 5.883533, 1.648436], [-1.243695, 4.401769, 1.507593], [-2.633811, 4.236154, 1.337782], [-2.915007, 2.857015, 1.149300], [-3.748978, 9.366361, -1.221928], [-2.537878, 8.182540, -1.744237], [-2.051586, 9.834220, -1.445579], [-1.279011, 8.649774, 1.830858], [-0.980560, 9.903131, 0.599420], [0.618835, 7.828007, 0.684076], [-0.030534, 8.043360, -0.849104], [-1.882712, 6.488192, 0.057952], [-1.737462, 6.398819, 2.175930], [0.016987, 6.038350, 2.167271], [-0.942508, 3.874003, 2.430395], [-0.718933, 3.946414, 0.661433], [-2.515691, 2.304099, 2.010144], [-2.317406, 2.455553, 0.319766], [-3.983729, 2.724737, 1.030931]], "atomic_forces_ev_per_a": [[0.3, -0.8, 0.5], [1.1, -1.8, 2.1], [0.4, 0.7, -0.1], [-1.1, 0.7, -1.2], [0.2, 0.2, 0.0], [-0.5, 0.5, -1.4], [0.1, -0.2, 0.1], [0.3, 0.0, -0.4], [-0.1, -0.3, -0.2], [-0.3, 0.1, -0.1], [-0.1, 0.1, -0.1], [-0.2, 0.1, 0.4], [0.1, 0.3, 0.2], [0.1, 0.0, 0.1], [-0.6, 0.7, -0.8], [0.5, 0.1, 0.4], [-0.2, -0.1, 0.2], [0.1, -0.1, 0.2], [0.4, -0.2, -0.1], [-0.3, -0.3, 0.2], [0.8, -0.2, -0.6], [0.0, 0.3, 0.0], [-0.4, -0.2, 0.2], [-0.4, 0.0, -0.1], [-0.1, 0.3, 0.5], [0.0, -0.1, 0.0], [-0.7, 0.6, -0.5], [0.3, 0.7, 0.2], [0.6, -0.8, 0.4], [-0.7, 0.8, 1.0], [-1.3, 0.8, -0.9], [0.5, -0.1, 0.5], [1.7, -0.9, 0.2], [-1.0, -0.1, -0.6], [1.1, -0.2, 0.8], [0.4, -0.5, 0.2], [0.0, 0.0, 0.3], [0.2, -0.2, 0.0], [-0.2, -0.1, 0.0], [-0.4, 0.0, -0.2], [0.4, 0.0, 0.2], [0.2, -0.5, -0.9], [0.2, -0.1, 0.0], [-0.3, -0.1, -0.2], [0.1, 0.2, 0.1], [-0.3, 0.5, -0.3], [-0.8, -0.1, 0.1], [-0.4, 0.5, 0.0], [-0.2, -0.2, -0.6], [0.1, 0.2, 0.0], [0.3, -0.1, -1.2], [0.5, 0.0, 0.6], [0.0, 0.3, -0.5], [-0.1, 0.6, 0.7], [0.0, -0.2, -0.7], [-0.9, 0.1, 0.1], [-0.3, -1.1, -0.4], [0.3, 0.2, -0.2], [-0.4, 0.6, 0.9], [-0.2, 0.2, 0.3], [-0.2, 0.0, 0.1], [0.0, -0.1, 0.3], [-0.1, -0.5, -0.1], [-0.4, -0.1, 0.2], [-0.2, 0.1, -0.1], [0.0, -0.2, 0.1], [0.6, 0.3, 0.3], [0.6, 0.1, -0.1], [0.1, -0.1, 0.0], [-0.1, 0.1, 0.2], [0.2, 0.4, 0.3], [0.3, -0.4, -0.3], [0.0, 0.1, -0.2], [-0.1, -0.3, -0.1], [-0.3, 0.0, 0.9], [0.4, -0.5, 0.0], [1.0, 0.5, -0.2], [-0.8, -1.4, 0.0], [0.8, 0.5, -0.1], [-0.4, -1.3, 0.3], [0.3, 0.8, 0.5], [-0.5, -1.2, -0.6], [-0.2, 1.2, 0.1], [0.0, 0.1, 0.1], [0.2, 0.4, -0.3], [-0.2, -0.2, -0.5], [-0.5, 0.1, -0.2], [-0.2, 0.0, 0.5], [0.2, 0.3, -0.3], [-0.1, 0.3, 0.1], [-0.2, 0.1, -0.1], [-0.2, 0.5, 0.0], [0.2, 0.0, 0.0], [-0.1, 0.0, 0.0], [0.2, 0.2, -0.2], [0.3, 0.2, -0.1], [-0.2, 0.1, 0.2], [0.5, -0.6, -0.1], [-0.4, 0.1, -0.3], [0.3, -0.2, 0.2], [-0.6, -0.4, 0.1], [1.0, 1.0, -0.2], [-0.4, -0.3, 0.6], [0.0, 0.1, -1.4], [-0.2, 0.2, 1.2], [-0.1, -0.2, -0.4], [0.9, 0.2, 0.4], [0.0, 0.0, -0.2], [0.0, -0.2, 0.2], [0.0, 0.1, 0.3], [-0.3, 0.3, 0.1], [0.7, -0.1, 0.0], [-0.2, -0.1, 0.3], [-0.5, -0.3, -0.2], [0.2, 0.1, -0.6], [0.1, -0.3, 0.5], [0.0, 0.0, -0.1], [0.1, 0.0, -0.2], [0.2, 0.2, -0.1], [-0.4, -0.1, 0.1], [-0.4, 0.1, -0.3], [0.0, -0.1, -0.1]], "mulliken_charge": [0.828, 1.063, -0.609, -0.451, -0.724, -0.301, -0.192, -0.526, 0.027, -0.198, 0.338, 0.359, -0.038, 0.206, -0.569, -0.509, 0.150, 0.208, 0.309, 0.337, -0.083, -0.549, 0.139, -0.121, 0.318, 0.295, -0.848, -0.198, -0.368, -0.334, 0.651, 0.330, -1.022, -0.240, 0.106, 0.324, 0.285, 0.273, 0.424, 0.027, 0.534, -0.240, -0.303, 0.412, -0.602, 0.463, 0.340, 0.512, 0.138, -0.434, -0.207, -0.482, -0.408, -0.908, 0.299, -0.680, -0.679, -0.289, -0.781, 0.010, 0.287, 0.267, 0.160, 0.410, 0.443, 0.382, -0.049, 0.407, 0.350, 0.242, 0.444, 0.266, 0.242, 0.377, -0.748, -0.375, -0.053, -0.906, -0.345, -0.419, -0.660, -0.271, -0.812, 0.272, 0.312, 0.290, 0.442, -0.035, 0.408, 0.374, 0.301, 0.370, 0.214, 0.398, 0.389, 0.320, 0.288, 0.256, -0.724, -0.386, -0.503, -0.793, -0.273, -0.904, -0.049, -0.496, -0.053, 0.263, 0.269, 0.333, 0.290, 0.463, 0.354, 0.338, 0.272, 0.334, 0.495, 0.347, 0.010, 0.045, 0.056, 0.258]}